<A>
Here is an isolated ion of composition C4H7N2S and charge +1 from OMol25. Energies are from the ωB97M-V functional and the def2-TZVPD basis.

Geometry (Å):
C1 -0.79111 0.06794 -0.69781
C2 1.12073 -1.71350 0.57326
C3 0.52780 0.39332 1.41367
C4 -0.27500 0.46054 -1.80650
N1 -0.42968 0.68168 0.56688
N2 1.39655 -0.65692 1.26223
S1 -1.49171 2.08721 0.89472
H1 -1.58740 -0.76973 -0.63257
H2 1.90727 -2.56609 0.51868
H3 0.71819 0.99988 2.30987
H4 0.45893 1.24484 -1.57886
H5 -0.52510 -0.01059 -2.67918
H6 2.12506 -0.54131 1.99964
H7 -2.58580 1.36268 0.56489

Molar mass in g/mol: 115.18
LUMO energy in eV: -5.390
Charge: +1
Gap between HOMO and LUMO in eV: 7.543

How positive or negative is each atom? The natural (NBO) charges in e answer that:
1. C -0.0712
2. C 0.0050
3. C 0.4223
4. C -0.3358
5. N -0.4146
6. N -0.6013
7. S 0.2916
8. H 0.2601
9. H 0.1831
10. H 0.2448
11. H 0.2146
12. H 0.2477
13. H 0.3989
14. H 0.1547



<B>
Here is an isolated ion of composition C4H7N2S and charge +1 from OMol25. Energies are from the ωB97M-V functional and the def2-TZVPD basis.

Geometry (Å):
C1 1.91402 0.44157 -0.82268
C2 2.28633 -0.78333 -0.63472
C3 -0.01472 -0.47506 -0.06310
C4 -1.55824 -0.54335 0.48897
N1 0.66929 0.70217 -0.32344
N2 -2.11907 0.76309 0.87141
S1 1.03303 -1.82704 -0.08532
H1 2.49852 1.15469 -1.24953
H2 3.17757 -1.11392 -0.98240
H3 -1.99517 -0.97142 -0.45100
H4 -1.58050 -1.19518 1.37108
H5 -2.96307 1.01982 0.45903
H6 0.31891 1.64128 -0.27835
H7 -1.66690 1.18669 1.70004

Molar mass in g/mol: 115.18
LUMO energy in eV: -4.448
Charge: +1
Gap between HOMO and LUMO in eV: 9.124

How positive or negative is each atom? The natural (NBO) charges in e answer that:
1. C -0.0105
2. C -0.3891
3. C 0.0992
4. C -0.2388
5. N -0.4687
6. N -0.8756
7. S 0.6146
8. H 0.2478
9. H 0.2609
10. H 0.2493
11. H 0.2328
12. H 0.4124
13. H 0.4622
14. H 0.4034



Name the least stable of them. <A>.



<A>
Here is C3H2F2O3S as an isolated structure from OMol25. Energies are from the ωB97M-V functional and the def2-TZVPD basis.

Geometry (Å):
C1 1.11030 0.74118 0.06635
C2 -0.70898 1.06729 0.63310
C3 1.12393 -0.72064 -0.08496
O1 -2.48451 -0.96423 0.39864
O2 -1.64182 0.16736 -1.61470
O3 -0.13932 -1.26602 -0.23386
F1 -1.18427 2.27094 0.54153
F2 1.69474 -1.31147 1.03214
S1 -1.43900 -0.29534 -0.28118
H1 1.89815 1.34082 0.47167
H2 1.77077 -1.02990 -0.92871

Molar mass in g/mol: 156.11
LUMO energy (alpha / beta) in eV: -1.735 / -1.746
Gap between HOMO and LUMO (alpha / beta) in eV: 8.654 / 8.969

How positive or negative is each atom? The natural (NBO) charges in e answer that:
1. C -0.1205
2. C 0.1497
3. C 0.3507
4. O -0.8738
5. O -0.8880
6. O -0.6771
7. F -0.2801
8. F -0.3408
9. S 2.2865
10. H 0.2107
11. H 0.1826



<B>
Here is C3H2F2O3S in the gas phase from OMol25. Energies are from the ωB97M-V functional and the def2-TZVPD basis.

Geometry (Å):
C1 1.05800 -1.02825 -0.48298
C2 2.83024 -0.36194 1.33606
C3 0.09936 0.05423 -0.06702
O1 2.02399 -0.48662 -1.33772
O2 3.23955 1.72582 -0.69695
O3 0.96824 1.16396 0.05113
F1 0.64094 -2.25241 -0.79679
F2 3.72953 -1.26228 0.91386
S1 2.48746 0.63412 -0.19819
H1 -0.65699 0.28912 -0.83091
H2 -0.38031 -0.16187 0.88993

Molar mass in g/mol: 156.11
LUMO energy (alpha / beta) in eV: -0.547 / -0.440
Gap between HOMO and LUMO (alpha / beta) in eV: 8.102 / 8.564

How positive or negative is each atom? The natural (NBO) charges in e answer that:
1. C 0.5354
2. C -0.0326
3. C -0.1672
4. O -0.6511
5. O -0.8245
6. O -0.6582
7. F -0.2894
8. F -0.3571
9. S 2.0191
10. H 0.2027
11. H 0.2229



Name the least stable of them. <B>.



<A>
Here is an isolated ion of composition C4H10NOS and charge +1 from OMol25. Energies are from the ωB97M-V functional and the def2-TZVPD basis.

Geometry (Å):
N1 0.90457 -1.87125 -1.26403
C1 0.23680 -0.73511 -0.50876
C2 0.29465 0.43646 -1.49042
O1 0.52555 0.24668 -2.65150
C3 0.91756 -0.39482 0.80036
C4 0.24409 0.72138 1.57870
S1 -1.55678 0.94554 1.61929
H1 0.28023 -2.10959 -2.03429
H2 1.02257 -2.67566 -0.65238
H3 1.80041 -1.62356 -1.68996
H4 -0.80190 -1.04446 -0.38160
H5 0.06165 1.42754 -1.07786
H6 0.96959 -1.31940 1.39752
H7 1.95261 -0.19397 0.69518
H8 0.65097 1.65907 1.20724
H9 0.54507 0.65166 2.61907
H10 -2.04302 -0.05759 0.87340

Molar mass in g/mol: 120.20
SMILES: [NH3+][C@H](C=O)CCS
LUMO energy in eV: -3.993
Charge: +1
Gap between HOMO and LUMO in eV: 8.866

How positive or negative is each atom? The natural (NBO) charges in e answer that:
1. N -0.6680
2. C -0.1460
3. C 0.4167
4. O -0.4868
5. C -0.4341
6. C -0.5391
7. S 0.0221
8. H 0.4594
9. H 0.4450
10. H 0.4563
11. H 0.2508
12. H 0.1717
13. H 0.2270
14. H 0.2392
15. H 0.2263
16. H 0.2550
17. H 0.1045



<B>
Here is an isolated ion of composition C4H10NOS and charge +1 from OMol25. Energies are from the ωB97M-V functional and the def2-TZVPD basis.

Geometry (Å):
N1 -0.44939 -0.75197 -1.36359
C1 -0.80500 0.04654 -0.13527
C2 -1.92656 1.01807 -0.42677
O1 -2.72664 0.54434 -1.15469
C3 0.36430 0.83622 0.26540
C4 1.49399 0.05296 1.15618
S1 2.16382 -1.45114 0.55724
H1 -1.30418 -1.03021 -1.83454
H2 -0.04566 -1.66557 -0.90379
H3 0.23483 -0.33643 -1.87398
H4 -1.19734 -0.62826 0.71896
H5 -1.89753 2.05725 0.08694
H6 0.94416 1.23247 -0.51993
H7 0.12271 1.75391 0.87767
H8 1.08015 0.08930 2.21885
H9 2.35130 0.71510 1.14094
H10 1.59703 -2.48258 1.19038

Molar mass in g/mol: 120.20
SMILES: [NH3+][C@H](C=O)CCS
LUMO energy in eV: -3.835
Charge: +1
Gap between HOMO and LUMO in eV: 9.605

How positive or negative is each atom? The natural (NBO) charges in e answer that:
1. N -0.6753
2. C -0.1758
3. C 0.4326
4. O -0.4789
5. C -0.4501
6. C -0.5738
7. S -0.0051
8. H 0.4631
9. H 0.4677
10. H 0.4348
11. H 0.2606
12. H 0.1723
13. H 0.2237
14. H 0.2533
15. H 0.2522
16. H 0.2476
17. H 0.1512



<C>
Here is a 2-piece molecular cluster, C4H10NOS overall from OMol25. Energies are from the ωB97M-V functional and the def2-TZVPD basis.

Geometry (Å):
C1 -1.78997 0.92514 0.53922
C2 -0.56892 -0.03910 -1.14581
C3 2.97035 -0.90084 0.01810
C4 -1.60078 -0.33199 -0.23657
N1 1.92923 -0.16577 0.09479
O1 1.87481 1.17764 0.51937
S1 -2.44323 -1.82660 0.01025
H1 -1.07477 1.61971 0.31598
H2 -2.87992 1.37197 0.22169
H3 -1.73448 0.81078 1.69607
H4 0.45151 -0.48132 -0.57284
H5 -0.59457 0.96490 -1.43226
H6 -0.64952 -0.65975 -2.03669
H7 3.91981 -0.43545 0.23157
H8 2.87853 -1.90003 -0.27531
H9 -3.38266 -1.34553 1.05750
H10 2.69458 1.21625 0.99494

Molar mass in g/mol: 120.20
LUMO energy in eV: -4.926
Charge: +1
Gap between HOMO and LUMO in eV: 9.096

How positive or negative is each atom? The natural (NBO) charges in e answer that:
1. C -0.6986
2. C -0.7687
3. C -0.0808
4. C 0.1613
5. N -0.1393
6. O -0.5076
7. S 0.2671
8. H 0.2414
9. H 0.2863
10. H 0.2709
11. H 0.3773
12. H 0.2585
13. H 0.2541
14. H 0.1832
15. H 0.2230
16. H 0.2019
17. H 0.4700



Name the least stable of them. <C>.